[1]
69
Properties=species:S:1:pos:R:3:forces:R:3 method="wB97M-V/def2-TZVPD" charge=+1 s2=1.199 homo_ev="-10.1 / -9.9" spin_multiplicity=2 total_energy_ev=-230485.4113 gap_ev="5.9596 / 6.5349"
Te 0.292718 -4.383092 -1.309545 0.2 -0.2 0.2
Te -2.550470 -1.029578 1.587907 -0.5 -0.4 0.4
Te 2.448413 -2.900302 -0.584812 0.0 -0.1 -0.3
Se -1.199826 -2.468145 -1.921915 -0.2 -0.2 -0.5
Se 1.350391 -1.348448 1.041858 0.5 0.3 0.8
V -0.610247 -1.049783 -0.175853 -0.3 0.0 -0.8
P 0.102357 2.512680 -0.554253 0.1 0.0 -0.1
P -1.764577 1.056706 0.062247 0.3 1.2 -0.1
C -4.440926 -4.649604 0.064338 0.0 0.0 0.0
C 1.632819 0.833257 -2.199185 0.1 0.0 0.1
C -0.994189 6.419084 -0.184842 0.0 -0.1 0.0
C -0.875895 1.720863 1.704710 0.1 0.1 -0.1
C -2.250976 0.518723 -1.729476 0.1 -0.3 0.1
C -0.188327 4.262398 -0.893099 -0.1 -0.1 0.0
C -0.313753 6.080745 -2.468080 0.0 0.0 0.0
C -5.772376 -4.286044 -0.101202 0.0 0.0 0.0
C -3.514663 -3.724524 0.526404 -0.1 -0.1 0.0
C 2.659907 2.912819 -1.544296 0.0 0.0 0.1
C 3.880028 1.327248 -2.878786 0.0 0.0 0.0
C 3.815797 2.545821 -2.213290 0.0 0.0 0.0
C -5.267956 -2.068282 0.685118 0.0 -0.1 0.0
C -3.255213 -0.111858 -4.263290 0.1 0.0 0.0
C -3.375693 3.200446 -0.807370 0.0 -0.1 -0.1
C -3.907366 -0.565904 -3.126326 0.0 0.0 0.0
C -0.011220 4.757253 -2.185424 0.0 0.0 0.0
C 2.789445 0.469094 -2.870637 0.1 0.1 0.0
C -0.800562 6.911863 -1.467396 0.0 0.0 0.0
C -4.081645 2.230869 1.268819 0.0 0.1 0.0
C -3.409032 -0.253347 -1.871974 0.0 0.2 0.0
C -3.207980 2.233027 0.183972 0.0 0.0 0.0
C -5.258097 4.129136 0.369765 0.0 0.0 -0.1
C -5.105412 3.165242 1.355422 0.0 -0.1 0.0
C -0.696296 5.095097 0.103146 0.0 0.0 0.0
C -1.620826 0.986412 -2.883758 0.0 0.0 0.1
C -3.934593 -2.435409 0.823575 0.0 0.1 0.0
C -6.186934 -2.998528 0.212405 0.0 0.0 0.0
C 0.461026 2.280101 1.209146 -0.3 0.0 0.0
C 1.558291 2.053351 -1.530775 0.0 0.0 -0.1
C -4.387115 4.147237 -0.710411 0.0 0.0 0.0
C -2.118769 0.678991 -4.140011 -0.1 0.0 0.0
H 0.376595 4.115105 -2.968047 0.0 0.0 0.0
H -1.524391 2.506345 2.087673 0.0 0.0 0.1
H -5.592812 -1.066376 0.942051 0.0 0.0 0.0
H -0.745503 1.619835 -2.826953 0.0 0.0 0.0
H -0.872391 4.716453 1.103035 0.0 0.0 0.0
H 1.262169 1.552377 1.277163 0.1 -0.1 0.0
H -3.634603 -0.365850 -5.245334 0.0 0.0 0.0
H -1.380894 7.063705 0.593602 0.0 0.0 0.0
H -3.947972 -0.585617 -0.998838 0.0 -0.1 0.1
H -1.028286 7.947394 -1.687861 0.0 0.0 0.0
H -4.800707 -1.172210 -3.210106 0.0 0.0 0.0
H -7.226989 -2.716143 0.099078 0.1 0.0 0.0
H -6.055166 4.860100 0.441596 0.1 0.0 0.0
H -0.758287 0.972546 2.485979 0.0 -0.1 0.0
H -0.166016 6.464018 -3.469147 0.0 0.0 0.0
H -1.623157 1.062394 -5.022579 0.0 0.0 0.0
H -5.784697 3.138232 2.198415 0.0 0.0 0.0
H -3.967546 1.501096 2.055785 0.0 -0.1 0.1
H -2.729862 3.216096 -1.676539 0.0 0.0 0.0
H -4.120663 -5.658762 -0.166661 0.0 0.0 0.0
H -6.489052 -5.010843 -0.467609 0.0 0.0 0.0
H 2.836146 -0.483685 -3.380671 0.0 0.0 0.0
H 0.784416 3.190883 1.709276 0.0 0.1 0.0
H -4.496312 4.894003 -1.487317 0.0 0.0 0.0
H 4.669807 3.211927 -2.214700 0.0 0.0 0.0
H -2.479349 -4.009659 0.650338 0.1 0.0 0.0
H 0.788286 0.156652 -2.219724 -0.1 -0.1 0.0
H 4.781688 1.048951 -3.409215 0.0 0.0 0.0
H 2.617288 3.864615 -1.026914 0.0 0.0 0.0


[2]
19
Properties=species:S:1:pos:R:3:forces:R:3 method="wB97M-V/def2-TZVPD" homo_ev=-10.6 e_above_lowest_kcal_mol=21.0 total_energy_ev=-13536.9828 smiles="C[C@H]1COCOC1=O.O" gap_ev=11.1418
O 3.194361 0.895846 -3.489194 -0.6 -0.7 0.6
O 1.178030 -2.331239 0.599013 -0.1 0.5 -0.5
O 0.190243 -0.837834 -1.602894 -0.4 -0.2 0.2
O 1.519442 1.005465 -2.055380 0.1 0.2 0.1
C 0.413959 -1.393122 -2.889903 -0.1 0.0 -0.3
C 2.259483 0.330926 -2.973616 0.1 0.9 -0.8
C 0.229043 0.540526 -1.641235 0.4 0.2 -0.1
C 2.850845 -2.066795 -2.744682 0.2 -0.1 0.1
C 1.837649 -1.080518 -3.340663 0.2 -0.3 -0.1
H 2.807811 -2.061647 -1.646648 0.0 0.0 -0.3
H -0.515685 0.957676 -2.336973 0.1 -0.2 0.1
H -0.324027 -0.983062 -3.597715 0.1 0.0 0.2
H 0.922210 -1.700169 -0.112903 0.1 -0.6 0.6
H 3.873296 -1.816670 -3.054831 -0.3 0.0 0.1
H 0.239920 -2.472507 -2.811163 0.1 0.2 0.0
H 0.855249 -3.182594 0.289952 0.0 0.0 0.0
H 2.622922 -3.081444 -3.096820 0.1 0.2 0.1
H 1.888495 -1.137489 -4.436167 0.0 0.1 0.2
H 0.074577 0.921459 -0.627462 0.0 -0.1 -0.3


[3]
64
Properties=species:S:1:pos:R:3:forces:R:3 method="wB97M-V/def2-TZVPD" charge=+1 s2=0.767 homo_ev="-11.4 / -11.4" spin_multiplicity=2 e_above_lowest_kcal_mol=19.3 total_energy_ev=-99894.4196 gap_ev="7.8022 / 7.6580"
V -1.612552 -0.769831 0.004619 1.7 -1.0 -0.1
S -1.854921 1.102398 -3.598116 0.0 0.0 -0.1
S -3.575937 2.850594 -1.946461 0.0 0.0 0.0
Si 1.697962 -0.684482 -0.290710 -0.2 -0.3 -0.1
F -3.160425 -3.316303 -0.489147 0.0 -0.1 0.0
F -3.731501 -1.691365 -2.014832 0.1 0.0 0.0
O -3.683742 -1.177454 0.374228 -0.1 -0.1 -0.7
O 0.066949 -1.155729 -0.329146 -0.6 0.4 0.3
O -1.802013 -1.509137 2.143820 0.1 0.1 0.0
N -2.853378 1.019817 0.201204 0.1 0.1 -0.2
N -2.438851 0.605883 -1.095109 -0.5 0.5 0.1
C 2.140780 1.680391 -3.664604 0.0 0.0 0.0
C 2.702383 -4.553169 0.834159 0.0 0.0 0.0
C 3.131477 -0.449172 -4.172921 0.0 0.0 0.0
C -3.437677 0.037968 0.850445 -0.4 0.1 0.4
C -2.607259 1.428455 -2.078988 0.0 -0.1 -0.1
C 2.156048 -0.071007 -1.988394 0.0 0.0 0.1
C -4.257776 0.922005 4.444418 0.0 0.0 0.0
C 2.916697 2.690934 1.786275 0.0 0.0 0.0
C 4.082621 -4.491488 0.950859 0.0 0.0 0.0
C -3.514595 0.109435 2.322473 0.1 -0.1 0.2
C 0.958785 0.760382 2.060889 0.0 0.0 0.1
C 1.815399 0.694767 0.961420 0.0 0.0 -0.1
C 1.827078 1.226021 -2.393148 -0.1 0.1 0.0
C -3.134915 3.474159 -3.596919 0.1 0.0 0.0
C 2.638642 -2.220688 0.179441 0.0 0.1 0.1
C 4.747207 -3.302446 0.681377 0.0 -0.1 0.0
C 1.064791 1.771827 3.003848 0.0 0.0 0.0
C 2.795197 0.840872 -4.555460 0.0 0.0 0.0
C -3.392023 0.042997 5.077913 0.0 0.0 0.0
C -2.901749 2.281122 -4.502800 0.0 0.0 0.0
C -4.315641 0.964614 3.058750 0.0 -0.1 0.0
C 4.029848 -2.180551 0.301292 0.1 0.1 0.0
C 2.796109 1.680854 0.843614 0.1 0.0 -0.1
C 2.048650 2.741153 2.867109 0.0 0.0 0.0
C 1.989065 -3.424814 0.452138 -0.1 0.0 0.0
C -2.631937 -0.753152 2.974304 -0.1 0.1 0.0
C -2.560464 -0.799758 4.348711 0.0 0.0 0.0
C 2.814579 -0.898873 -2.899486 0.0 -0.1 0.0
B -3.217148 -2.031933 -0.832933 -0.1 0.3 0.4
H -3.834355 1.790635 -4.777709 0.0 0.0 0.0
H 1.890198 2.692418 -3.956608 0.0 0.0 0.0
H 0.912204 -3.495146 0.344038 0.0 0.0 0.0
H -1.867955 -1.464258 4.850430 0.0 0.0 0.0
H 4.571622 -1.262533 0.096243 0.0 0.0 0.0
H 3.645580 -1.102917 -4.864834 0.0 0.0 0.0
H 1.330876 1.899217 -1.699849 0.0 0.0 0.0
H -2.368902 2.569364 -5.407528 0.0 0.0 0.0
H 3.085851 -1.908425 -2.613203 0.0 0.0 0.0
H 3.049556 1.195332 -5.545992 0.0 0.0 0.0
H 2.180505 -5.480057 1.033068 0.0 0.0 0.0
H -3.960865 4.089701 -3.949095 0.0 0.0 0.0
H -4.982678 1.646858 2.549782 0.0 0.0 0.0
H 0.382296 1.800620 3.843908 0.0 0.0 0.0
H 0.194343 0.004482 2.205622 0.0 0.0 0.0
H -4.888981 1.573901 5.030887 0.0 0.0 0.0
H -3.351631 0.017273 6.157974 0.0 0.0 0.0
H 4.642087 -5.368983 1.247080 0.0 0.0 0.0
H -1.252934 -2.127218 2.646839 0.0 0.1 -0.1
H 3.686964 3.442581 1.675705 0.0 0.0 0.0
H 5.824459 -3.252861 0.768682 0.0 0.0 0.0
H 3.476274 1.672330 -0.001142 0.0 0.0 0.0
H 2.140858 3.532499 3.598976 0.0 0.0 0.0
H -2.241138 4.089914 -3.507375 0.0 0.0 0.0